1.
Entry from the OMol25 dataset: a cluster of 8 separate species, C29H48FNO23S in total (wB97M-V/def2-TZVPD).

Calculated values
total charge = 0
energy relative to the best compared isomer or geometry (same formula, charge and spin) = 0.0 kJ/mol
DFT total energy = -3417.1313 a.u.
LUMO energy = -1.6 eV
SMILES = [H]/N=C\CC1=C(S)C(=O)C=C(F)C1=O.COC(=O)OC.COC(=O)OC.COC(=O)OC.COC(=O)OC.COC(=O)OC.COC(=O)OC.COC(=O)OC

The geometry in XYZ format:
```
103
C29H48FNO23S (wB97M-V/def2-TZVPD)
H 3.09837 -3.79826 0.46858
N 3.58553 -3.16078 1.10443
C 3.14447 -1.98191 0.98268
C 2.05287 -1.56261 -0.00483
C 0.68658 -1.89737 0.50145
C -0.22953 -2.63350 -0.14453
S -0.00883 -3.35284 -1.74827
C -1.54095 -2.88977 0.56162
O -2.07719 -3.96782 0.57947
C -2.07662 -1.71882 1.31305
C -1.16509 -0.98840 1.94063
F -1.46191 0.07148 2.68237
C 0.28493 -1.35306 1.84256
O 1.04602 -1.21700 2.76641
H 3.60604 -1.21321 1.59939
H 2.13870 -0.48168 -0.14826
H 2.26280 -2.08160 -0.93686
H -0.65533 -2.42119 -2.46331
H -3.13709 -1.51186 1.34915
C -3.26731 -2.34650 8.79972
O -2.97481 -2.14816 7.41485
C -1.74980 -2.53347 7.05501
O -0.92044 -3.01169 7.78273
O -1.60568 -2.29716 5.75284
C -0.32697 -2.66412 5.22289
H -4.28347 -1.99323 8.94768
H -3.20523 -3.40179 9.05809
H -2.58526 -1.77105 9.42256
H -0.15471 -3.73233 5.34640
H 0.46814 -2.09837 5.70283
H -0.35556 -2.42401 4.17353
C 3.54475 2.61451 2.01531
O 2.85324 2.73920 0.76642
C 3.31510 3.69576 -0.03698
O 4.22891 4.43843 0.20778
O 2.58426 3.68509 -1.14785
C 2.94816 4.68033 -2.11367
H 3.05047 1.80872 2.55094
H 4.58884 2.35313 1.85392
H 3.48031 3.52984 2.59932
H 3.97298 4.53252 -2.44776
H 2.82802 5.67868 -1.69897
H 2.26941 4.55127 -2.95110
C -1.98782 -6.94820 -0.92601
O -2.09459 -6.61705 -2.31067
C -3.17585 -7.08349 -2.92371
O -4.03910 -7.75913 -2.42619
O -3.14977 -6.67790 -4.19321
C -4.27010 -7.12057 -4.96801
H -1.06198 -6.50228 -0.57747
H -2.81865 -6.52493 -0.36656
H -1.95058 -8.02763 -0.78713
H -5.20009 -6.73531 -4.55521
H -4.30673 -8.20719 -5.00695
H -4.12120 -6.72356 -5.96777
C -7.29937 -9.80083 -2.64712
O -7.32773 -9.39396 -4.02008
C -8.38418 -9.82730 -4.70175
O -9.27851 -10.50580 -4.26996
O -8.28295 -9.37831 -5.95507
C -9.36104 -9.77292 -6.80618
H -6.39218 -9.37766 -2.22485
H -8.16565 -9.41282 -2.11497
H -7.26786 -10.88584 -2.57002
H -10.30701 -9.38585 -6.43255
H -9.40971 -10.85705 -6.88708
H -9.14995 -9.34306 -7.78092
C 8.83559 5.58927 5.59494
O 8.76055 5.94589 4.21327
C 7.74947 5.37691 3.55501
O 6.94070 4.62131 4.02987
O 7.79043 5.78570 2.29130
C 6.74715 5.24516 1.46902
H 9.69383 6.11892 5.99768
H 7.93467 5.89861 6.12127
H 8.98158 4.51674 5.70777
H 5.76981 5.54126 1.83529
H 6.81725 4.16051 1.43180
H 6.89504 5.65054 0.47322
C 0.89510 8.65034 -3.83553
O 2.20690 8.09635 -3.71643
C 3.06868 8.86379 -3.04704
O 2.82842 9.93938 -2.56794
O 4.23678 8.22526 -2.99619
C 5.26330 8.93329 -2.29400
H 0.30540 7.92660 -4.39139
H 0.45674 8.79606 -2.84966
H 0.91480 9.59062 -4.38275
H 4.97535 9.09734 -1.25765
H 5.47172 9.88522 -2.77797
H 6.14598 8.30221 -2.33255
C -2.48961 6.64036 -1.80828
O -2.53874 5.21355 -1.77265
C -1.64811 4.68226 -0.93393
O -0.87031 5.30201 -0.25652
O -1.73291 3.35597 -1.00403
C -0.77627 2.68810 -0.17621
H -3.23594 6.96439 -2.52793
H -2.72257 7.06801 -0.83536
H -1.50494 6.96711 -2.13809
H -0.93121 2.93137 0.87343
H 0.23712 2.95176 -0.47156
H -0.92624 1.62112 -0.32290
```

Mulliken population analysis, charges in e, atoms 1 to 99: atom 1 (H): 0.2560, atom 2 (N): -0.6807, atom 3 (C): -0.0328, atom 4 (C): -0.8829, atom 5 (C): 0.3766, atom 6 (C): 0.2463, atom 7 (S): -0.1971, atom 8 (C): 0.0498, atom 9 (O): -0.4726, atom 10 (C): -0.3325, atom 11 (C): 0.4171, atom 12 (F): -0.3505, atom 13 (C): 0.5447, atom 14 (O): -0.5477, atom 15 (H): 0.4022, atom 16 (H): 0.0395, atom 17 (H): 0.5182, atom 18 (H): 0.1698, atom 19 (H): 0.5082, atom 20 (C): -0.6406, atom 21 (O): -0.3277, atom 22 (C): 0.7254, atom 23 (O): -0.5386, atom 24 (O): -0.1936, atom 25 (C): -0.2633, atom 26 (H): 0.2198, atom 27 (H): 0.2945, atom 28 (H): 0.2938, atom 29 (H): 0.3423, atom 30 (H): 0.3193, atom 31 (H): -0.2525, atom 32 (C): -0.7022, atom 33 (O): -0.1369, atom 34 (C): 0.6474, atom 35 (O): -0.5625, atom 36 (O): -0.2842, atom 37 (C): -0.7198, atom 38 (H): 0.1604, atom 39 (H): 0.3410, atom 40 (H): 0.3300, atom 41 (H): 0.3207, atom 42 (H): 0.2866, atom 43 (H): 0.2722, atom 44 (C): -0.6120, atom 45 (O): -0.2929, atom 46 (C): 0.7929, atom 47 (O): -0.5717, atom 48 (O): -0.3106, atom 49 (C): -0.6455, atom 50 (H): 0.1391, atom 51 (H): 0.2995, atom 52 (H): 0.3446, atom 53 (H): 0.3010, atom 54 (H): 0.2948, atom 55 (H): 0.2291, atom 56 (C): -0.5797, atom 57 (O): -0.1674, atom 58 (C): 0.7336, atom 59 (O): -0.5488, atom 60 (O): -0.3066, atom 61 (C): -0.6516, atom 62 (H): 0.1276, atom 63 (H): 0.3037, atom 64 (H): 0.3018, atom 65 (H): 0.2951, atom 66 (H): 0.2952, atom 67 (H): 0.2144, atom 68 (C): -0.6251, atom 69 (O): -0.3384, atom 70 (C): 0.7680, atom 71 (O): -0.5518, atom 72 (O): -0.3190, atom 73 (C): -0.5616, atom 74 (H): 0.2138, atom 75 (H): 0.2932, atom 76 (H): 0.2939, atom 77 (H): 0.2966, atom 78 (H): 0.2905, atom 79 (H): 0.2539, atom 80 (C): -0.6364, atom 81 (O): -0.3042, atom 82 (C): 0.7953, atom 83 (O): -0.5452, atom 84 (O): -0.2976, atom 85 (C): -0.6535, atom 86 (H): 0.2285, atom 87 (H): 0.2574, atom 88 (H): 0.3220, atom 89 (H): 0.3040, atom 90 (H): 0.3083, atom 91 (H): 0.2187, atom 92 (C): -0.4405, atom 93 (O): -0.3533, atom 94 (C): 0.7972, atom 95 (O): -0.5435, atom 96 (O): -0.3701, atom 97 (C): -0.1814, atom 98 (H): 0.2389, atom 99 (H): 0.2957

2.
Entry from the OMol25 dataset: a structure of composition C29H48HgO15S5 at a distorted geometry (wB97M-V/def2-TZVPD).

Calculated values
total charge = 0
energy relative to the best compared isomer or geometry (same formula, charge and spin) = 0.0 kJ/mol
DFT total energy = -4406.6368 a.u.
LUMO energy = -0.5 eV

The geometry in XYZ format:
```
98
C29H48HgO15S5 (wB97M-V/def2-TZVPD)
Hg -0.02636 0.16376 -0.47805
C 0.34898 4.76405 -0.75453
C -0.47869 5.78779 -1.31461
C -1.90200 5.36230 -1.82756
O -2.69978 6.24206 -2.08687
C -2.20130 3.95768 -1.87438
C -1.36000 3.00867 -1.34229
C -0.04403 3.43863 -0.72103
O 0.67685 2.57241 -0.12798
O -1.66508 1.76280 -1.42418
O -0.22794 6.98424 -1.33199
H 1.25567 5.03448 -0.22817
H -3.13313 3.64764 -2.33363
C 1.02024 -4.23869 -1.89300
C 1.13390 -2.73973 -1.98646
O 0.40093 -2.03139 -1.32744
C 2.10046 -2.21845 -3.00055
H 0.24896 -4.58736 -2.58697
H 0.77441 -4.61502 -0.90148
H 1.93841 -4.71947 -2.23138
H 3.05483 -2.74433 -2.85996
H 2.39039 -1.18491 -2.84165
H 1.76611 -2.42782 -4.01568
C 1.78667 -3.89784 3.98234
C 1.62348 -2.60249 4.80392
C 0.87826 -1.51985 4.00204
S 0.19303 -2.34783 2.56613
O 0.30866 -1.47441 1.43798
O -1.07837 -2.97011 2.85972
C 1.35534 -3.71499 2.51920
H 1.14842 -4.65675 4.43534
H 2.80473 -4.28053 4.00260
H 2.59711 -2.20889 5.09300
H 1.10990 -2.80861 5.74095
H 1.64921 -0.86250 3.59970
H 0.11322 -0.92791 4.49346
H 2.21760 -3.34435 1.95896
H 0.93649 -4.60845 2.07200
C 4.84150 -0.15153 1.86531
C 4.60363 1.37299 2.03858
C 3.72341 1.87703 0.88747
S 3.62002 0.57487 -0.35017
O 4.04498 1.04083 -1.63759
O 2.31939 -0.04721 -0.22381
C 4.85510 -0.51310 0.39664
H 4.11781 -0.70868 2.45987
H 5.84249 -0.32375 2.26408
H 5.55472 1.90281 1.99024
H 4.17752 1.57799 3.01718
H 4.17116 2.70413 0.33852
H 2.72068 2.18901 1.18139
H 5.78842 -0.18704 -0.06460
H 4.62627 -1.53821 0.11945
C -4.49911 1.39831 2.01774
C -4.14869 1.14325 3.50242
C -2.71779 0.65981 3.47039
S -1.87764 1.77885 2.34429
O -1.01145 0.98870 1.49820
O -1.39219 2.95284 3.00222
C -3.34141 2.16841 1.38006
H -5.47765 1.86626 1.93960
H -4.56365 0.43773 1.49406
H -4.84260 0.44709 3.97007
H -4.26843 2.10876 4.00062
H -2.60243 -0.33799 3.04118
H -2.18000 0.63955 4.42037
H -3.17616 2.04693 0.31068
H -3.48450 3.22556 1.62331
C 1.50016 3.65494 -4.03333
C 0.13035 3.54910 -4.70931
C -0.39272 2.11219 -4.57517
S 1.00958 1.06903 -4.12606
O 1.23757 0.05672 -5.13325
O 0.86145 0.68517 -2.73635
C 2.25763 2.35683 -4.28606
H 1.33226 3.62550 -2.95291
H 2.13332 4.50878 -4.25711
H 0.10371 3.86012 -5.75553
H -0.48232 4.28905 -4.19309
H -0.80748 1.78755 -5.52595
H -1.15763 2.05898 -3.79931
H 2.58789 2.26287 -5.32321
H 3.06070 2.09267 -3.60002
C -2.80015 -4.39960 -0.07040
C -4.05942 -3.97073 0.69329
C -3.88386 -2.48009 0.91843
S -3.23888 -1.83010 -0.63046
O -2.07665 -1.03737 -0.29372
O -4.27114 -1.23680 -1.42888
C -2.72883 -3.44573 -1.26338
H -2.89181 -5.39271 -0.51716
H -1.88818 -4.40176 0.52730
H -4.15901 -4.49773 1.64157
H -4.87603 -4.28904 0.04258
H -3.03950 -2.28498 1.58183
H -4.79096 -1.98817 1.25872
H -1.75343 -3.27344 -1.71944
H -3.35561 -3.72935 -2.10880
```

Just the Mulliken charges please, in e? Sure, here they are: atom 1 (Hg): 4.9437, atom 2 (C): -0.4852, atom 3 (C): 0.3776, atom 4 (C): 0.3660, atom 5 (O): -0.6780, atom 6 (C): -0.5953, atom 7 (C): 1.1740, atom 8 (C): -0.8329, atom 9 (O): -0.6120, atom 10 (O): -0.8962, atom 11 (O): -0.6958, atom 12 (H): 0.3148, atom 13 (H): 0.3178, atom 14 (C): -1.4414, atom 15 (C): 0.7649, atom 16 (O): 0.3366, atom 17 (C): -1.0842, atom 18 (H): 0.3195, atom 19 (H): 0.2114, atom 20 (H): 0.4563, atom 21 (H): 0.4860, atom 22 (H): -0.2540, atom 23 (H): 0.3726, atom 24 (C): -0.7148, atom 25 (C): -0.6951, atom 26 (C): -0.2752, atom 27 (S): 0.8263, atom 28 (O): -0.4488, atom 29 (O): -0.7951, atom 30 (C): -0.6814, atom 31 (H): 0.3339, atom 32 (H): 0.3892, atom 33 (H): 0.3285, atom 34 (H): 0.2761, atom 35 (H): 0.0484, atom 36 (H): 0.3397, atom 37 (H): 0.2633, atom 38 (H): 0.4503, atom 39 (C): -0.0463, atom 40 (C): -0.7405, atom 41 (C): -0.5678, atom 42 (S): 1.0804, atom 43 (O): -0.8682, atom 44 (O): -0.7258, atom 45 (C): -0.9701, atom 46 (H): -0.1798, atom 47 (H): 0.4277, atom 48 (H): 0.2759, atom 49 (H): 0.3960, atom 50 (H): 0.5268, atom 51 (H): 0.0411, atom 52 (H): 0.4584, atom 53 (H): 0.3795, atom 54 (C): -0.3991, atom 55 (C): -0.9038, atom 56 (C): -0.0737, atom 57 (S): 0.9105, atom 58 (O): -0.9487, atom 59 (O): -0.7860, atom 60 (C): -0.4915, atom 61 (H): 0.4940, atom 62 (H): -0.1526, atom 63 (H): 0.4038, atom 64 (H): 0.3415, atom 65 (H): -0.2242, atom 66 (H): 0.4381, atom 67 (H): 0.1487, atom 68 (H): 0.5146, atom 69 (C): 0.1928, atom 70 (C): -0.7390, atom 71 (C): -0.4519, atom 72 (S): 0.9885, atom 73 (O): -0.8805, atom 74 (O): -0.8838, atom 75 (C): -0.7704, atom 76 (H): -0.3031, atom 77 (H): 0.5114, atom 78 (H): 0.4054, atom 79 (H): 0.2674, atom 80 (H): 0.5697, atom 81 (H): -0.0747, atom 82 (H): 0.4584, atom 83 (H): 0.1449, atom 84 (C): -0.2762, atom 85 (C): -0.9391, atom 86 (C): -0.0679, atom 87 (S): 1.0318, atom 88 (O): -1.0123, atom 89 (O): -0.8734, atom 90 (C): -0.0864, atom 91 (H): 0.4705, atom 92 (H): -0.0420, atom 93 (H): 0.4109, atom 94 (H): 0.3586, atom 95 (H): -0.2798, atom 96 (H): 0.5546, atom 97 (H): -0.3782, atom 98 (H): 0.4228

no.,HOMO-LUMO gap (Eh)
1,0.3133
2,0.2007